1.
Density functional theory data (ωB97M-V/def2-TZVPD) for C8H6O in the gas phase.

Properties
Lowest unoccupied orbital energy (spin up / spin down): -0.029 / -0.035 Eh

ORCA input file:
```
! RIJCOSX wB97M-V def2-TZVPD def2/J DEFGRID3
* xyz 0 1
C -0.21255 -1.30573 0.79430
C 1.14064 -1.50103 0.58074
C -0.78034 -0.04385 0.26480
C 0.55801 0.56250 -0.15913
C 1.62013 -0.25254 0.09317
C -1.97064 0.31245 0.00994
C 2.96694 0.03213 -0.27279
C -2.73678 1.40677 -0.54480
O 3.43536 0.87191 -0.96920
H -0.75138 -2.07132 1.15774
H 1.74290 -2.31379 1.09537
H 3.73805 -0.69074 0.04796
H -3.64115 1.06451 -1.03654
H -2.97588 2.06445 0.19278
H -2.13333 1.86428 -1.25435
*
```

=====

2.
Density functional theory data (ωB97M-V/def2-TZVPD) for a gas-phase ion, C4H11N2O (charge +1).

Properties
SMILES: CC[C@@H]([NH3+])C(N)=O
Lowest unoccupied orbital energy: -0.120 Eh

ORCA input file:
```
! RIJCOSX wB97M-V def2-TZVPD def2/J DEFGRID3
* xyz 1 1
C -1.67308 1.19170 0.87539
C -0.92271 0.49290 -0.24376
C 0.39957 -0.08702 0.22574
N 0.20450 -1.29964 1.08669
C 1.29109 -0.63128 -0.91984
N 1.60989 0.20383 -1.91424
O 1.57761 -1.81922 -0.89397
H -1.75273 0.53986 1.75524
H -1.18391 2.10244 1.20866
H -2.65910 1.56141 0.57814
H -0.74264 1.16769 -1.07449
H -1.50586 -0.35160 -0.60704
H 1.08539 0.58422 0.73466
H -0.74592 -1.32935 1.45384
H 0.55558 -2.06973 0.44686
H 0.85004 -1.32751 1.87414
H 1.69160 1.19597 -1.77231
H 1.92069 -0.12468 -2.81370
*
```

=====

3.
Density functional theory data (ωB97M-V/def2-TZVPD) for a molecular structure, C48H48AsCl5FN5O6Rb.

Properties
Lowest unoccupied orbital energy: -0.030 Eh

ORCA input file:
```
! RIJCOSX wB97M-V def2-TZVPD def2/J DEFGRID3
* xyz -1 1
Rb 0.91035 0.43747 1.81875
N -2.13131 -3.48082 -0.69887
C -1.40982 -2.27209 -0.26979
O -1.68658 -1.84987 0.95442
C -1.21427 -1.23222 -1.34066
C -0.02961 -2.07675 -0.88044
H -2.02837 -4.18782 0.03126
H -1.66295 -3.86430 -1.51561
H -1.22857 -0.19961 -0.98998
H -1.59987 -1.40366 -2.33887
H 0.75277 -1.60562 -0.29596
H 0.33787 -2.82419 -1.58429
F 1.37246 -0.77824 -5.38119
C 0.64476 0.26416 -4.86319
C 0.86977 0.59980 -3.54571
C 0.22018 1.68653 -2.97436
C 0.51034 2.03516 -1.56134
O 1.39159 1.44191 -0.97444
C -0.27709 3.14027 -1.04692
C -1.03373 3.83977 -1.90839
N -1.25504 3.54293 -3.23267
C -2.05448 4.42060 -4.02918
C -1.77210 5.89597 -3.92624
C -1.36645 5.14141 -5.16277
C -0.67406 2.42124 -3.77499
C -0.92659 2.01831 -5.09412
C -0.29964 0.92868 -5.67765
N -0.61555 0.52933 -7.02296
C 0.35723 -0.21147 -7.79985
C 1.54131 0.68281 -8.15691
N 1.02029 1.84369 -8.96742
C -0.09844 2.59110 -8.26578
C -1.16861 1.57191 -7.86021
C -0.22699 3.70445 0.39731
O -0.39350 4.94064 0.48279
O -0.07484 2.84297 1.28423
H 1.56717 0.01191 -2.96117
H -1.54224 4.73080 -1.54993
H -3.08330 4.09171 -4.16900
H -1.00405 6.19368 -3.22413
H -2.61117 6.56152 -4.00497
H -0.30324 4.93169 -5.27158
H -1.91242 5.32950 -6.07904
H -1.67780 2.57070 -5.63394
H -0.13295 -0.54950 -8.71289
H 0.72218 -1.09797 -7.27966
H 2.30600 0.19142 -8.75275
H 1.97956 1.10341 -7.24487
H 0.66434 1.50067 -9.86775
H 1.76593 2.50914 -9.21853
H -0.46810 3.36224 -8.95543
H 0.36081 3.05511 -7.38810
H -1.58726 1.09622 -8.75276
H -2.00484 2.08867 -7.38840
Cl 4.39591 -2.77949 1.16613
C 4.23392 -2.15962 2.83297
C 3.17925 -1.29748 3.11202
C 3.16355 -0.79997 4.42157
Cl 1.83960 0.27128 4.91887
C 4.12531 -1.12048 5.38753
Cl 4.08379 -0.37833 6.96128
C 5.16302 -2.00673 5.06449
Cl 6.34879 -2.41271 6.25035
C 5.20162 -2.54531 3.77255
Cl 6.44126 -3.68899 3.38484
O -0.18341 -1.35676 3.34925
As -1.28438 -2.51976 3.08299
C -3.13260 -1.93082 3.16066
C -4.13839 -2.34422 2.31482
C -5.41059 -1.83636 2.46485
C -5.65321 -0.85823 3.41655
C -4.63508 -0.43065 4.26487
C -3.37692 -0.99067 4.13535
C -1.13661 -3.24326 4.94123
C -2.17154 -3.50414 5.81500
C -1.91818 -3.97916 7.09683
C -0.62775 -4.20294 7.51685
C 0.42578 -3.97780 6.63527
C 0.16313 -3.47470 5.36848
C -0.75475 -4.15403 2.22670
C 0.50069 -4.24455 1.65558
C 0.89917 -5.44904 1.08942
C 0.02614 -6.52739 1.09899
C -1.23310 -6.43310 1.66967
C -1.59908 -5.24214 2.26644
H -3.91754 -3.01442 1.49335
H -6.21401 -2.15722 1.82078
H -6.64466 -0.42849 3.49836
H -4.80455 0.36625 4.98769
H -2.55201 -0.67100 4.76763
H -3.19376 -3.33952 5.50941
H -2.75923 -4.16523 7.77858
H -0.43285 -4.53645 8.52997
H 1.43195 -4.16098 6.97975
H 0.98786 -3.23595 4.70706
H 1.17115 -3.38671 1.70333
H 1.86759 -5.53171 0.64894
H 0.31860 -7.45086 0.60534
H -1.88246 -7.29607 1.68499
H -2.55999 -5.15232 2.76899
C 1.73114 5.17580 3.30335
N 2.57326 4.01210 3.41009
C 2.75934 3.44205 4.72880
C 3.06325 3.36132 2.31892
C 2.97552 4.09318 1.00283
O 3.61706 2.27031 2.39175
H 1.29316 5.38223 4.27391
H 0.91439 5.06747 2.58438
H 2.31793 6.05531 3.02458
H 3.18301 4.20398 5.40386
H 3.42631 2.59205 4.65746
H 1.81470 3.07782 5.16701
H 3.69819 4.91159 0.97195
H 1.99788 4.55706 0.84596
H 3.14437 3.36063 0.21552
*
```

=====

4.
Density functional theory data (ωB97M-V/def2-TZVPD) for 7 unconnected molecules or ions with the total composition C33H32N7O14.

Properties
Lowest unoccupied orbital energy: 0.022 Eh

ORCA input file:
```
! RIJCOSX wB97M-V def2-TZVPD def2/J DEFGRID3
* xyz -1 1
N -0.96926 0.62247 0.30308
O -1.71826 1.35447 1.03008
O -1.55426 -0.06353 -0.51392
O 0.26574 0.56147 0.45908
C -0.87426 -1.81353 2.98708
C -0.16926 -2.75053 2.17608
C 0.76374 -3.83253 2.96208
C 1.15974 -3.50853 4.44408
C 0.38074 -2.49653 5.22408
C -0.65526 -1.67853 4.43508
N 2.40474 -4.18353 4.83808
O 2.58774 -5.39153 4.62608
O 3.13974 -3.49553 5.54508
H -1.75626 -1.16353 2.55508
H -0.55926 -2.83353 1.12308
H 1.10374 -4.35753 2.31308
H 0.60774 -2.55553 6.18508
H -1.22226 -0.89953 4.96308
C 3.98474 -1.75353 2.25908
C 5.24174 -1.14253 2.79708
C 5.48974 0.28247 2.52408
C 4.60274 1.00847 1.62108
C 3.31974 0.39747 1.02308
C 3.21874 -1.11653 1.25708
N 4.77174 2.46347 1.46408
O 4.68774 3.07147 0.32108
O 5.25774 3.12647 2.46508
H 3.79374 -2.72253 2.46208
H 5.93474 -1.72353 3.74608
H 6.26974 0.93447 2.80808
H 2.80974 1.04947 0.30608
H 2.16974 -1.50753 0.73608
C -2.26326 3.49947 -3.17692
C -1.47526 4.80447 -3.15292
C 0.12674 4.58647 -3.30192
C 0.59074 3.22247 -3.65092
C -0.25926 2.02947 -2.99092
C -1.74926 2.24447 -2.91692
N 2.07474 3.00647 -3.96092
O 2.40674 1.88847 -4.30292
O 2.65174 4.03147 -4.00092
H -3.34126 3.63047 -2.96092
H -1.99126 5.77147 -2.97092
H 0.58374 5.50347 -3.36992
H 0.13774 1.07047 -3.01992
H -2.61226 1.49947 -2.77392
C -5.18226 -0.81253 0.38808
C -6.65626 -0.93453 0.12108
C -7.25726 -2.38153 -0.16292
C -6.34126 -3.54853 -0.01392
C -4.84026 -3.32953 0.28908
C -4.34926 -1.92053 0.43708
N -6.98326 -4.89353 -0.15292
O -8.14826 -4.98253 -0.43792
O -6.20326 -5.89753 0.00208
H -4.75826 0.32047 0.58408
H -7.21826 0.12547 0.07408
H -8.33026 -2.64253 -0.40492
H -4.29226 -4.18553 0.32208
H -3.26926 -1.66953 0.75308
C 2.46174 -1.35353 -3.51192
C 1.83774 -2.21053 -4.61092
C 0.77974 -3.30953 -4.12992
C 0.38974 -3.22453 -2.60892
C 0.71774 -1.94453 -1.82192
C 1.84574 -1.07353 -2.25892
N -0.60126 -4.11353 -2.00992
O -1.01426 -5.11653 -2.68392
O -1.31926 -3.77053 -1.00992
H 3.24974 -0.86753 -3.76992
H 2.15574 -2.20453 -5.68592
H 0.49074 -4.00353 -4.90892
H 0.36474 -1.67053 -0.97692
H 2.07674 -0.24553 -1.61892
C 2.29974 5.48947 0.87408
O 2.56674 6.69047 1.14608
N 1.17574 5.03347 0.40508
C 0.63774 3.68047 0.50008
C 0.14774 6.16847 0.03408
H 3.02974 4.69247 1.08608
H 0.85474 3.26247 -0.50392
H -0.49126 3.62547 0.64808
H 1.06374 3.15747 1.21708
H 0.43374 6.37047 -0.97892
H 0.24874 7.12247 0.43008
H -0.94126 5.89747 0.05608
*
```

=====

5.
Density functional theory data (ωB97M-V/def2-TZVPD) for a gas-phase ion, C5H11NS2 (charge -2).

Properties
SMILES: [S-]CCCNCC[S-]
Lowest unoccupied orbital energy: 0.209 Eh

ORCA input file:
```
! RIJCOSX wB97M-V def2-TZVPD def2/J DEFGRID3
* xyz -2 1
S -0.44882 -2.29130 3.86880
C -0.53124 -1.05001 2.51682
C 0.30849 -1.41488 1.29458
C -0.05215 -0.71501 -0.03089
N -0.05642 0.73571 0.05153
C -0.45440 1.40539 -1.21348
C 0.55568 1.33889 -2.36642
S -0.04240 2.25562 -3.84903
H -0.16607 -0.12178 2.94444
H -1.55690 -0.88014 2.17062
H 1.36806 -1.21313 1.49358
H 0.24029 -2.49452 1.11429
H -1.03504 -1.04895 -0.36770
H 0.67378 -1.08495 -0.76989
H 0.88542 1.02757 0.30355
H -0.58227 2.46568 -1.01647
H -1.40664 0.95076 -1.49726
H 1.47281 1.81523 -1.99250
H 0.82782 0.31983 -2.65459
*
```

=====

6.
Density functional theory data (ωB97M-V/def2-TZVPD) for C5H6 in the gas phase.

Properties
SMILES: C#CC1CC1
Lowest unoccupied orbital energy: 0.045 Eh

ORCA input file:
```
! RIJCOSX wB97M-V def2-TZVPD def2/J DEFGRID3
* xyz 0 1
C 2.50474 -0.19378 -0.03774
C 1.34819 0.08860 -0.22563
C -0.04173 0.40756 -0.46363
C -1.08865 -0.66073 -0.26577
C -1.00795 0.47926 0.69831
H 3.52822 -0.44869 0.12900
H -0.21376 1.11261 -1.27378
H -1.91317 -0.68896 -0.97114
H -0.73454 -1.63197 0.06335
H -1.77406 1.24858 0.65763
H -0.60731 0.28753 1.68940
*
```

=====

E for every record listed, in sequence, given in Eh: -383.41253; -343.54118; -7243.67757; -2712.14860; -1048.21823; -194.01831.
Energy above the lowest of the compared OMol25 structures with the same formula, charge and spin for every record listed, in sequence, given in kcal per mole: 140.7; 14.4; 0.0; 38.4; 0.9; 39.0.